# 1
This record from the Open Molecules 2025 dataset describes a structure of composition C35H68AsFeN2OSi3. The level of theory is wB97M-V/def2-TZVPD.

Calculated values
Calculated total energy   -161285.857 eV
Expectation value of S²   6.06
Total charge   -1
Multiplicity   5

Last column: Mulliken spin population.
Atoms and positions in Å:
Fe  0.75  -0.40  1.08  2.9944
C  -3.43  -4.21  0.86  0.0001
C  -2.23  -4.23  1.80  -0.0022
C  -2.52  -5.16  2.98  0.0020
C  -0.97  -4.65  1.08  -0.0022
C  -0.95  -5.88  0.44  -0.0018
C  0.15  -6.29  -0.30  0.0037
C  1.22  -5.41  -0.47  -0.0056
C  1.24  -4.18  0.15  -0.0212
C  2.41  -3.23  -0.02  0.1394
C  3.02  -3.31  -1.42  0.0177
C  3.47  -3.53  1.04  0.0002
C  0.16  -3.81  0.99  -0.0154
N  0.26  -2.62  1.69  0.0641
C  -0.03  -2.61  2.97  -0.0154
C  0.06  -1.49  3.80  -0.0172
C  -0.45  -1.40  5.11  -0.0095
C  -0.03  -0.19  5.61  0.0060
C  0.78  0.40  4.62  0.0025
N  0.79  -0.36  3.51  0.0250
C  1.65  1.60  4.87  0.0070
C  2.23  1.52  6.29  -0.0026
C  2.82  1.59  3.88  0.0363
C  0.85  2.91  4.78  -0.0048
H  -4.32  -3.92  1.41  0.0000
H  -3.60  -5.19  0.42  0.0000
H  -3.26  -3.49  0.06  -0.0001
H  -2.10  -3.21  2.18  -0.0078
H  -2.78  -6.15  2.63  0.0000
H  -3.36  -4.77  3.56  0.0000
H  -1.65  -5.24  3.63  -0.0005
H  -1.80  -6.54  0.51  -0.0001
H  0.17  -7.27  -0.75  0.0004
H  2.05  -5.73  -1.09  -0.0001
H  2.03  -2.20  0.15  -0.0966
H  3.51  -4.26  -1.59  0.0003
H  3.77  -2.53  -1.54  -0.0041
H  2.26  -3.17  -2.18  0.0003
H  3.82  -4.56  0.94  0.0002
H  3.06  -3.39  2.03  0.0003
H  4.33  -2.87  0.92  -0.0020
H  -0.30  -3.55  3.47  0.0079
H  -1.08  -2.13  5.61  -0.0012
H  -0.26  0.21  6.59  0.0008
H  2.67  0.55  6.48  0.0003
H  1.45  1.70  7.03  -0.0001
H  3.00  2.29  6.42  0.0003
H  3.36  2.54  3.89  -0.0016
H  2.44  1.39  2.88  -0.0219
H  3.51  0.80  4.14  0.0044
H  1.43  3.73  5.19  -0.0002
H  -0.07  2.82  5.35  0.0000
H  0.60  3.13  3.75  0.0006
C  -0.06  -0.48  -1.13  0.0632
H  -1.01  -0.94  -0.80  -0.0011
H  0.41  -1.19  -1.82  -0.0217
C  0.48  1.64  -5.56  0.0027
Si  1.09  1.31  -3.77  -0.0386
C  2.19  -0.26  -3.90  0.0109
C  2.25  2.82  -3.50  0.0266
As  -0.59  1.14  -2.14  0.0384
Si  -0.84  4.43  -1.85  0.6670
C  -0.87  5.04  -3.67  0.0848
C  -2.71  4.20  -1.46  0.0543
C  -0.33  6.01  -0.84  0.0875
Si  -2.25  0.29  -3.58  0.0766
C  -3.78  -0.12  -2.49  0.0014
C  -1.84  -1.35  -4.48  0.0049
C  -2.96  1.51  -4.87  -0.0035
H  1.31  1.85  -6.23  -0.0001
H  -0.17  2.51  -5.57  0.0009
H  -0.08  0.81  -5.98  -0.0004
H  2.62  -0.49  -2.93  -0.0056
H  1.60  -1.11  -4.21  0.0009
H  3.01  -0.16  -4.61  -0.0003
H  2.52  3.27  -4.44  0.0057
H  3.17  2.57  -2.97  0.0004
H  1.72  3.57  -2.91  -0.0014
H  -1.24  4.25  -4.32  -0.0191
H  0.12  5.32  -4.02  0.0056
H  -1.52  5.91  -3.80  0.0135
H  -3.06  3.29  -1.94  -0.0186
H  -3.31  5.02  -1.84  0.0108
H  -2.91  4.11  -0.40  -0.0038
H  0.67  6.34  -1.11  0.0010
H  -0.33  5.82  0.23  -0.0034
H  -1.01  6.85  -1.02  0.0181
H  -3.53  -0.85  -1.73  -0.0011
H  -4.62  -0.52  -3.06  -0.0002
H  -4.13  0.78  -1.99  0.0002
H  -1.44  -2.07  -3.77  -0.0014
H  -1.09  -1.21  -5.25  0.0008
H  -2.71  -1.80  -4.94  0.0014
H  -2.91  2.53  -4.49  0.0027
H  -4.01  1.30  -5.09  0.0003
H  -2.42  1.48  -5.81  0.0000
C  -1.88  1.36  1.38  -0.0136
C  -0.87  2.49  1.33  0.0124
O  0.34  1.93  0.85  -0.2025
C  1.41  2.84  0.68  -0.0214
C  2.51  2.04  0.00  0.0334
H  -2.80  1.68  1.87  -0.0006
H  -1.44  0.53  1.95  -0.0037
H  -2.09  1.03  0.37  0.0170
H  -0.71  2.90  2.34  0.0123
H  -1.18  3.29  0.65  -0.0024
H  1.74  3.24  1.66  0.0142
H  1.08  3.67  0.04  0.0355
H  2.68  1.11  0.57  -0.0500
H  3.43  2.61  -0.06  0.0004
H  2.16  1.78  -0.99  0.0289



# 2
This record from the Open Molecules 2025 dataset describes a cluster of 4 separate species, C35H68BFN3O7 in total. The level of theory is wB97M-V/def2-TZVPD.

Calculated values
Calculated total energy   -59591.549 eV
Expectation value of S²   3.76
Total charge   0
Multiplicity   4

Last column: Mulliken spin population.
Atoms and positions in Å:
C  -1.35  -2.38  3.92  0.0000
O  -0.72  -2.33  2.63  0.0000
B  -0.10  -1.12  2.39  -0.0011
O  -0.60  -0.41  1.35  0.0000
C  1.18  -0.63  3.24  0.0018
O  2.29  -1.13  2.43  0.0004
C  3.11  -0.06  2.21  -0.0055
O  3.82  -0.01  1.32  -0.0006
C  2.91  0.96  3.36  0.0066
C  1.38  0.88  3.53  -0.0085
C  0.86  1.10  4.97  0.0019
C  -0.05  2.32  5.18  -0.0014
C  0.06  3.41  4.12  0.0041
F  -1.37  1.90  5.36  0.0000
H  -1.13  -1.47  4.50  0.0000
H  -0.93  -3.23  4.47  0.0000
H  -2.43  -2.50  3.81  0.0000
H  -0.07  0.40  1.23  0.0002
H  1.19  -1.32  4.10  0.0001
H  3.30  1.89  2.94  -0.0010
H  3.46  0.49  4.18  -0.0002
H  0.87  1.39  2.70  0.0039
H  1.68  1.14  5.70  0.0001
H  0.26  0.22  5.23  -0.0002
H  0.23  2.78  6.13  0.0001
H  -0.39  4.33  4.50  0.0012
H  -0.53  3.09  3.25  -0.0006
H  1.07  3.55  3.75  -0.0006
C  3.71  -6.81  -1.50  0.0112
C  3.07  -6.62  -0.11  0.0295
C  1.69  -5.99  -0.28  0.0256
C  1.76  -4.52  -0.68  -0.0181
C  2.62  -3.73  0.30  0.0316
C  4.01  -4.34  0.54  0.0264
N  3.95  -5.81  0.78  0.3364
O  3.58  -6.01  2.00  0.5753
C  4.93  -4.03  -0.65  0.0252
C  4.68  -3.59  1.71  -0.0114
C  2.92  -8.05  0.42  -0.0083
H  3.16  -7.57  -2.06  0.0009
H  3.67  -5.92  -2.13  0.0007
H  4.75  -7.14  -1.42  -0.0087
H  1.13  -6.07  0.66  0.0033
H  1.11  -6.54  -1.02  0.0004
H  2.16  -4.41  -1.70  -0.0003
H  0.75  -4.09  -0.71  0.0013
H  2.72  -2.70  -0.05  -0.0017
H  2.08  -3.67  1.25  -0.0069
H  5.87  -4.57  -0.57  -0.0150
H  5.17  -2.97  -0.69  0.0010
H  4.49  -4.25  -1.62  0.0020
H  4.08  -3.62  2.62  0.0043
H  4.81  -2.54  1.46  0.0023
H  5.66  -4.01  1.93  -0.0072
H  3.90  -8.52  0.55  -0.0003
H  2.36  -8.66  -0.29  0.0003
H  2.39  -8.09  1.36  0.0004
C  1.64  6.55  -0.29  -0.0020
C  2.05  5.10  0.06  0.0418
C  2.97  4.56  -1.04  0.0178
C  2.22  4.26  -2.33  -0.0138
C  1.05  3.31  -2.07  0.0149
C  0.12  3.78  -0.95  0.0441
N  0.86  4.23  0.27  0.4157
O  1.24  3.18  0.93  0.4696
C  -0.80  4.91  -1.46  0.0108
C  -0.85  2.65  -0.62  -0.0039
C  2.85  5.26  1.36  0.0008
H  2.50  7.21  -0.23  0.0007
H  1.27  6.66  -1.31  0.0001
H  0.88  6.92  0.40  -0.0060
H  3.47  3.65  -0.69  0.0036
H  3.77  5.28  -1.24  0.0010
H  1.86  5.18  -2.80  -0.0006
H  2.90  3.80  -3.05  0.0013
H  0.48  3.17  -2.99  -0.0004
H  1.46  2.33  -1.81  0.0023
H  -1.37  5.36  -0.64  -0.0108
H  -1.52  4.52  -2.18  0.0019
H  -0.27  5.71  -1.98  0.0015
H  -0.33  1.73  -0.34  0.0173
H  -1.47  2.40  -1.48  -0.0106
H  -1.52  2.93  0.20  0.0001
H  2.21  5.64  2.17  0.0016
H  3.66  5.98  1.22  0.0002
H  3.30  4.33  1.69  0.0033
C  -4.53  -0.41  -4.69  0.0119
C  -4.00  0.01  -3.30  0.0361
C  -4.28  -1.11  -2.30  0.0220
C  -5.76  -1.22  -1.94  -0.0173
C  -6.30  0.12  -1.44  0.0159
C  -6.02  1.29  -2.39  0.0300
N  -4.60  1.31  -2.87  0.3484
O  -3.86  1.80  -1.92  0.5694
C  -6.98  1.25  -3.59  0.0096
C  -6.38  2.59  -1.67  -0.0039
C  -2.49  0.15  -3.52  -0.0246
H  -3.94  -1.24  -5.08  0.0005
H  -5.56  -0.78  -4.68  0.0011
H  -4.47  0.41  -5.40  -0.0091
H  -3.71  -0.94  -1.38  -0.0002
H  -3.93  -2.06  -2.70  0.0008
H  -6.35  -1.57  -2.80  -0.0006
H  -5.89  -1.98  -1.16  0.0017
H  -7.37  0.04  -1.27  0.0000
H  -5.85  0.32  -0.46  0.0036
H  -6.70  1.99  -4.34  -0.0089
H  -8.00  1.48  -3.27  0.0008
H  -7.05  0.27  -4.07  0.0010
H  -5.85  2.71  -0.72  0.0005
H  -7.45  2.60  -1.43  0.0006
H  -6.17  3.46  -2.29  0.0000
H  -2.27  0.95  -4.22  0.0038
H  -2.09  -0.78  -3.92  -0.0001
H  -1.95  0.34  -2.59  0.0037



Q: Which value of calculated total energy does entry 2 give?
A: -59591.549 eV



Q: Among the records above, which one has the lowest expectation value of S²?
A: C35H68BFN3O7